# C21H56Cl6F3KO27P6S

C21H56Cl6F3KO27P6S as an isolated structure at a distorted geometry (ωB97M-V/def2-TZVPD, the Open Molecules 2025 dataset).

Last column: Löwdin charge in e.
Positions of all 121 atoms, in Å:
K  -0.364  0.703  -0.507  0.70
C  -4.760  -2.002  2.193  -0.58
F  -4.394  -3.165  1.580  0.09
F  -6.083  -1.925  2.397  0.14
F  -4.129  -1.937  3.383  0.06
S  -4.143  -0.508  1.106  0.49
O  -5.046  -0.466  -0.030  -0.36
O  -4.319  0.691  1.982  -0.39
O  -2.750  -0.731  0.688  -0.40
C  -0.837  -3.141  1.488  -0.14
O  -0.130  -4.289  1.115  -0.22
P  -0.364  -5.702  1.937  0.55
O  0.176  -6.920  1.215  -0.27
O  -1.994  -5.635  2.087  -0.25
C  -2.817  -6.190  1.077  -0.11
O  0.160  -5.478  3.467  -0.22
C  -0.201  -6.382  4.418  -0.16
H  -1.537  -3.201  2.322  0.07
H  -1.399  -2.805  0.617  0.08
H  -0.143  -2.353  1.780  0.06
H  -2.418  -7.054  0.546  0.09
H  -3.234  -5.403  0.450  0.09
H  -3.645  -6.669  1.600  0.09
H  -1.146  -6.888  4.221  0.09
H  -0.257  -5.857  5.371  0.09
H  0.541  -7.160  4.600  0.09
C  3.638  4.696  0.258  -0.13
O  2.884  3.626  -0.154  -0.23
P  2.221  3.547  -1.633  0.49
O  1.381  2.341  -1.915  -0.28
O  3.558  3.608  -2.570  -0.22
C  3.355  3.448  -3.947  -0.11
O  1.511  4.964  -1.859  -0.21
C  0.242  5.271  -1.271  -0.07
H  4.667  4.339  0.305  0.09
H  3.364  5.029  1.259  0.09
H  3.697  5.451  -0.526  0.10
H  3.636  2.436  -4.241  0.08
H  4.069  4.108  -4.441  0.10
H  2.310  3.646  -4.185  0.08
H  -0.478  5.534  -2.047  0.09
H  0.428  6.034  -0.516  0.09
H  -0.256  4.417  -0.812  0.07
C  2.084  -4.360  -1.523  -0.11
O  1.676  -4.044  -2.833  -0.21
P  0.967  -2.585  -3.080  0.51
O  0.148  -1.985  -1.970  -0.25
O  2.268  -1.719  -3.444  -0.18
C  2.134  -0.392  -3.676  -0.16
O  0.214  -2.775  -4.505  -0.22
C  -0.874  -3.692  -4.503  -0.10
H  3.131  -4.661  -1.528  0.09
H  1.488  -5.147  -1.060  0.09
H  2.027  -3.484  -0.876  0.06
H  1.117  -0.021  -3.799  0.08
H  2.667  -0.130  -4.590  0.09
H  2.651  0.184  -2.908  0.07
H  -1.767  -3.113  -4.737  0.08
H  -1.003  -4.290  -3.601  0.09
H  -0.679  -4.356  -5.346  0.09
C  -1.489  3.853  -5.029  -0.08
O  -2.500  2.839  -4.960  -0.22
P  -2.368  1.666  -3.874  0.48
O  -2.047  2.107  -2.500  -0.28
O  -3.808  0.879  -4.014  -0.21
C  -4.000  -0.239  -3.220  -0.12
O  -1.220  0.707  -4.492  -0.21
C  -1.398  0.119  -5.722  -0.14
H  -1.893  4.850  -4.853  0.10
H  -1.089  3.706  -6.032  0.09
H  -0.597  3.586  -4.462  0.07
H  -3.127  -0.422  -2.593  0.08
H  -4.058  -1.074  -3.918  0.09
H  -4.881  -0.218  -2.579  0.08
H  -2.377  0.293  -6.168  0.09
H  -1.375  -0.970  -5.676  0.07
H  -0.648  0.433  -6.448  0.10
C  4.391  0.766  0.217  -0.09
O  4.025  0.136  1.441  -0.22
P  2.892  -1.006  1.405  0.49
O  1.651  -0.599  0.684  -0.29
O  3.714  -2.302  0.870  -0.23
C  5.041  -2.617  1.241  -0.09
O  2.730  -1.228  3.014  -0.21
C  2.347  -2.503  3.525  -0.10
H  5.360  0.400  -0.125  0.09
H  4.586  1.817  0.430  0.08
H  3.743  0.699  -0.656  0.08
H  5.650  -1.715  1.176  0.08
H  5.502  -3.297  0.524  0.10
H  5.106  -3.036  2.245  0.09
H  2.107  -3.229  2.748  0.08
H  1.506  -2.470  4.218  0.08
H  3.105  -2.953  4.167  0.09
C  -2.109  3.177  3.840  -0.12
O  -1.275  4.069  3.148  -0.22
P  0.075  3.632  2.411  0.50
O  -0.143  2.622  1.343  -0.30
O  0.722  5.046  1.859  -0.25
C  0.983  6.169  2.684  -0.10
O  1.078  3.137  3.586  -0.20
C  1.938  2.011  3.374  -0.09
H  -2.294  2.310  3.206  0.05
H  -2.987  3.643  4.287  0.09
H  -1.515  2.672  4.602  0.05
H  1.998  6.336  3.045  0.09
H  0.441  6.041  3.621  0.08
H  0.554  7.008  2.137  0.10
H  1.282  1.164  3.172  0.06
H  2.655  1.678  4.124  0.10
H  2.505  2.017  2.443  0.07
C  -4.292  3.368  0.172  -1.55
Cl  -4.750  4.168  1.661  0.56
Cl  -3.689  4.569  -1.006  0.51
Cl  -5.677  2.601  -0.523  0.60
H  -3.507  2.639  0.370  0.01
C  -2.089  -0.898  5.456  -1.40
Cl  -1.541  -2.574  5.796  0.51
Cl  -1.528  -0.396  3.767  0.57
Cl  -1.484  0.301  6.632  0.53
H  -3.175  -0.952  5.382  0.01

Values from the calculation:
**Multiplicity**: 1
**Frontier orbital gap**: 8.67 eV
**Total charge**: 0
**HOMO level**: -8.63 eV

---

# C21H56O7

A 7-piece molecular cluster, C21H56O7 overall at a distorted geometry (ωB97M-V/def2-TZVPD, the Open Molecules 2025 dataset).

Last column: Löwdin charge in e.
Positions of all 84 atoms, in Å:
C  3.308  1.843  3.410  -0.07
C  4.016  0.569  3.806  -0.49
C  3.682  0.069  5.190  -0.06
O  3.633  -0.413  2.820  -0.06
H  2.240  1.768  3.659  0.07
H  3.314  2.048  2.339  0.08
H  3.621  2.763  3.908  0.08
H  5.097  0.752  3.718  0.13
H  4.364  -0.760  5.409  0.08
H  2.645  -0.263  5.253  0.07
H  3.837  0.820  5.966  0.09
H  3.810  -1.264  3.242  0.08
C  -5.914  -1.425  -3.525  -0.06
C  -4.619  -2.078  -3.975  -0.49
C  -3.600  -2.102  -2.825  -0.06
O  -4.792  -3.445  -4.379  -0.07
H  -5.664  -0.458  -3.087  0.08
H  -6.372  -2.067  -2.774  0.09
H  -6.596  -1.254  -4.359  0.08
H  -4.115  -1.608  -4.828  0.13
H  -2.968  -1.212  -2.894  0.07
H  -2.845  -2.850  -3.082  0.06
H  -4.040  -2.305  -1.853  0.08
H  -5.553  -3.508  -4.967  0.08
C  -0.631  0.226  -1.389  -0.06
C  -0.168  0.918  -0.118  -0.46
C  0.907  0.119  0.598  -0.05
O  0.401  2.199  -0.433  -0.06
H  -1.298  0.829  -2.004  0.09
H  -1.146  -0.703  -1.121  0.07
H  0.190  -0.121  -2.023  0.07
H  -1.027  1.045  0.548  0.12
H  1.105  0.491  1.608  0.06
H  1.836  0.136  0.033  0.09
H  0.521  -0.877  0.853  0.07
H  0.774  2.097  -1.319  0.07
C  3.151  3.622  -3.496  -0.06
C  2.260  2.729  -4.311  -0.47
C  3.099  2.018  -5.361  -0.07
O  1.731  1.720  -3.409  -0.08
H  2.612  4.202  -2.741  0.08
H  3.602  4.335  -4.188  0.08
H  3.876  3.047  -2.923  0.09
H  1.433  3.277  -4.770  0.14
H  2.532  1.331  -6.002  0.08
H  3.908  1.409  -4.960  0.09
H  3.512  2.762  -6.050  0.08
H  1.353  1.027  -3.960  0.08
C  -2.551  4.057  2.019  -0.06
C  -1.135  4.553  2.262  -0.47
C  -0.356  3.569  3.135  -0.06
O  -0.453  4.666  1.000  -0.07
H  -2.528  2.984  1.798  0.07
H  -3.031  4.514  1.154  0.08
H  -3.198  4.208  2.887  0.08
H  -1.128  5.552  2.698  0.13
H  0.632  3.937  3.409  0.07
H  -0.213  2.632  2.591  0.06
H  -0.933  3.370  4.045  0.08
H  -0.316  3.765  0.674  0.04
C  0.628  -3.673  -0.619  -0.06
C  0.513  -4.370  -1.961  -0.49
C  0.218  -3.426  -3.127  -0.05
O  1.686  -5.162  -2.225  -0.05
H  -0.249  -3.081  -0.348  0.06
H  1.433  -2.933  -0.704  0.08
H  0.902  -4.324  0.210  0.08
H  -0.308  -5.097  -1.976  0.13
H  -0.627  -2.792  -2.864  0.05
H  0.060  -3.984  -4.043  0.08
H  1.073  -2.744  -3.192  0.08
H  1.599  -5.921  -1.641  0.08
C  -1.774  -0.729  3.666  -0.04
C  -1.192  -2.147  3.541  -0.50
C  0.224  -2.267  4.074  -0.06
O  -2.028  -3.056  4.262  -0.05
H  -1.605  -0.445  4.703  0.09
H  -2.814  -0.793  3.347  0.08
H  -1.297  -0.017  2.988  0.06
H  -1.163  -2.468  2.490  0.12
H  0.835  -1.416  3.758  0.06
H  0.680  -3.193  3.727  0.08
H  0.294  -2.217  5.164  0.08
H  -2.903  -3.007  3.866  0.08

Values from the calculation:
**SMILES string**: CC(C)O.CC(C)O.CC(C)O.CC(C)O.CC(C)O.CC(C)O.CC(C)O
**Multiplicity**: 1
**Frontier orbital gap**: 10.08 eV
**Total charge**: 0
**HOMO level**: -9.57 eV

---

- Look up the HOMO level of the first one.
  -8.63 eV

---

- Look up the total charge of the first one.
  0